A molecular structure, C28H21BrN4O2Sn, computed with ωB97M-V with the def2-TZVPD basis set.

2S+1: 1
Net charge: +2
Energy in Eh: -4236.8444
HOMO (alpha / beta) in eV: -14.099 / -14.127
LUMO energy (alpha / beta) in eV: -6.62 / -10.49
Gap between HOMO and LUMO (alpha / beta) in eV: 7.5 / 3.6

The geometry in XYZ format:
```
57
Properties=species:S:1:pos:R:3:forces:R:3
Sn 1.481 1.278 -0.743 0.3 0.2 0.2
N -0.700 1.561 0.038 -0.2 0.0 0.0
C -0.602 2.378 1.233 0.1 0.1 0.1
C -1.291 2.184 2.390 -0.1 0.1 -0.1
C -1.184 3.148 3.424 0.0 0.0 0.0
C -0.445 4.286 3.264 0.0 0.0 -0.1
C 0.315 4.481 2.082 0.0 -0.1 0.0
C 1.124 5.605 1.790 0.0 0.0 0.0
C 1.828 5.657 0.618 0.1 0.0 0.0
C 1.803 4.552 -0.254 0.0 0.0 0.3
N 1.071 3.488 -0.001 0.0 0.1 -0.1
C 0.280 3.476 1.108 0.0 -0.2 -0.1
H -1.229 0.709 0.204 0.1 0.0 0.1
H -1.196 2.102 -0.672 0.0 -0.1 -0.1
H -1.947 1.331 2.510 0.0 0.0 0.0
H -1.743 2.994 4.335 0.0 0.0 0.0
H -0.432 5.047 4.033 0.0 0.0 0.0
H 1.173 6.422 2.498 0.0 0.0 0.0
H 2.439 6.512 0.371 0.0 0.0 0.0
H 2.408 4.529 -1.152 0.0 0.0 0.0
Br 2.145 -2.837 -2.478 0.0 -0.1 0.1
C 1.627 -1.587 -3.694 0.0 0.1 -0.1
C 1.397 -2.016 -5.039 0.0 0.1 0.0
C 1.082 -1.066 -5.988 0.0 0.0 0.0
C 1.010 0.257 -5.580 0.0 0.0 0.0
C 1.210 0.577 -4.195 0.0 -0.1 -0.1
N 1.503 -0.321 -3.284 0.0 0.0 0.0
C 1.142 2.043 -3.790 0.1 0.0 0.0
O 1.226 2.840 -4.691 0.0 0.0 -0.1
O 1.062 2.303 -2.531 -0.3 -0.2 0.0
H 1.500 -3.064 -5.283 0.0 0.0 0.0
H 0.913 -1.344 -7.019 0.0 0.0 0.0
H 0.798 1.072 -6.257 0.0 0.0 0.0
N 0.339 -1.163 -0.235 -0.1 0.0 -0.3
C -0.232 -1.983 0.520 0.1 0.0 0.1
C -0.417 -1.610 1.954 -0.1 -0.1 0.1
C 0.653 -1.116 2.693 0.0 0.1 0.0
C 0.470 -0.782 4.026 0.0 0.0 0.0
C -0.781 -0.923 4.611 0.0 0.0 0.0
C -1.851 -1.408 3.870 0.0 0.0 0.0
C -1.672 -1.762 2.542 0.0 -0.1 0.0
C -0.701 -3.297 0.008 -0.1 0.0 0.0
C -0.520 -4.436 0.786 0.0 -0.1 0.0
C -0.913 -5.671 0.291 0.0 0.0 0.0
C -1.509 -5.765 -0.958 0.0 0.0 0.0
C -1.708 -4.624 -1.726 0.0 0.0 0.0
C -1.296 -3.390 -1.248 0.0 0.0 -0.1
H 1.630 -1.032 2.234 0.0 0.0 0.0
H 1.307 -0.427 4.612 0.0 0.0 0.0
H -0.921 -0.665 5.652 0.0 0.0 0.0
H -2.819 -1.534 4.333 0.0 0.0 0.0
H -2.493 -2.176 1.971 0.0 0.0 0.0
H -0.072 -4.359 1.767 0.0 0.0 0.0
H -0.759 -6.560 0.886 0.0 0.0 0.0
H -1.838 -6.727 -1.326 0.0 0.0 0.0
H -2.193 -4.699 -2.690 0.0 0.0 0.0
H -1.473 -2.490 -1.824 0.0 0.0 0.0
```
Forces are in eV/Å.